(1)
The following is a quantum chemistry calculation of a cluster of 2 separate species, C2H5BrI2OSi in total in a non-equilibrium geometry, from OMol25.

The largest force on an atom comes out at 4.19 eV/A. The calculation puts the relative energy (zero: lowest compared OMol25 entry of this formula, charge and spin) at 3.9748 eV. As for the HOMO-LUMO gap (alpha / beta): 6.73 / 6.63 eV. As for the energy: -98323.986 eV. Its net charge is 0.

Each line ends with the Mulliken charge.
Positions of all 12 atoms, in Å:
C -1.58 0.69 -0.06  -1.02
C -0.51 0.90 1.01  -0.27
O 0.77 0.86 0.60  -0.60
Si 1.85 -1.20 -0.76  0.49
Br 3.80 -1.16 0.16  -0.13
I 0.58 -3.20 0.03  -0.03
I 1.77 -0.91 -3.16  0.04
H -2.48 0.96 0.40  0.36
H -1.34 1.18 -0.91  0.35
H -1.53 -0.32 -0.44  0.20
H -0.69 0.28 1.86  0.31
H -0.63 1.93 1.27  0.29

=====

(2)
The following is a quantum chemistry calculation of a cluster of 2 separate species, C9H14O in total in a non-equilibrium geometry, from OMol25.

The SMILES is Cc1ccc(O)cc1.CC. The largest force on an atom comes out at 1.52 eV/A. The calculation puts the relative energy (zero: lowest compared OMol25 entry of this formula, charge and spin) at 0.4066 eV. As for the HOMO-LUMO gap: 9.23 eV. As for the energy: -11607.230 eV. Its net charge is 0.

Each line ends with the Mulliken charge.
Positions of all 24 atoms, in Å:
C -1.23 2.47 -1.63  -1.44
C -1.09 1.14 -0.93  0.62
C 0.02 0.33 -1.17  -0.45
C 0.19 -0.85 -0.48  -0.61
C -0.84 -1.30 0.36  0.71
O -0.71 -2.48 1.04  -0.59
C -1.96 -0.53 0.59  -0.61
C -2.10 0.65 -0.12  -0.51
H -0.68 3.19 -1.03  0.29
H -2.22 2.87 -1.79  0.37
H -0.72 2.43 -2.60  0.35
H 0.71 0.66 -1.94  0.38
H 0.92 -1.62 -0.72  0.37
H 0.20 -2.82 1.00  0.32
H -2.72 -0.90 1.26  0.42
H -3.01 1.23 -0.07  0.35
C 3.24 0.72 0.47  -0.82
C 2.73 -0.34 1.45  -0.75
H 2.72 1.65 0.64  0.24
H 4.29 0.92 0.67  0.36
H 3.01 0.41 -0.54  0.20
H 3.08 -0.23 2.48  0.40
H 3.16 -1.29 1.16  0.24
H 1.65 -0.34 1.57  0.17

=====

(3)
The following is a quantum chemistry calculation of a structure of composition C25H14BeCl5O2P in a non-equilibrium geometry, from OMol25.

The largest force on an atom comes out at 1.77 eV/A. The calculation puts the relative energy (zero: lowest compared OMol25 entry of this formula, charge and spin) at 0.0000 eV. As for the HOMO-LUMO gap: 9.05 eV. As for the energy: -102552.634 eV. Its net charge is 0.

Each line ends with the Mulliken charge.
Positions of all 48 atoms, in Å:
Be 0.49 -0.24 -2.08  -0.28
O 3.50 -2.28 -2.24  -0.62
C 2.66 -1.56 -1.75  0.35
O 1.66 -1.08 -2.48  -0.59
C 2.81 -1.15 -0.27  0.42
C 4.09 -1.29 0.27  -0.77
C 4.43 -0.91 1.55  -0.52
C 3.40 -0.47 2.41  -0.74
C 2.10 -0.37 1.91  -0.11
C 1.80 -0.68 0.58  -0.33
P 0.07 -0.63 0.00  1.78
C -0.67 -2.20 0.52  0.77
C 0.15 -3.16 1.12  -0.44
C -0.40 -4.38 1.46  -0.64
C -1.73 -4.68 1.20  -0.50
C -2.55 -3.72 0.60  -0.97
C -2.01 -2.46 0.28  -0.24
C -0.77 0.79 0.77  0.20
C -1.99 0.79 1.44  -0.53
C -2.54 2.01 1.87  -0.58
C -1.89 3.24 1.65  -0.69
C -0.63 3.22 1.02  -0.81
C -0.10 2.00 0.59  -0.26
H 4.86 -1.65 -0.43  0.46
H 5.48 -0.98 1.85  0.40
H 3.62 -0.20 3.45  0.41
H 1.25 -0.09 2.52  0.51
H 1.21 -2.97 1.35  0.23
H 0.21 -5.17 1.89  0.39
H -2.07 -5.71 1.39  0.34
H -3.59 -3.95 0.47  0.42
H -2.63 -1.74 -0.20  0.49
H -2.54 -0.13 1.61  0.45
H -3.51 1.99 2.36  0.42
H -2.39 4.17 1.90  0.40
H -0.11 4.11 0.78  0.48
H 0.84 2.02 0.03  0.53
Cl -2.44 -0.31 -2.74  -0.19
C -1.62 1.25 -2.70  0.80
C -0.25 1.24 -2.59  -0.37
C 0.36 2.47 -2.58  0.81
Cl 2.11 2.49 -2.38  -0.15
C -0.33 3.67 -2.62  -0.28
Cl 0.50 5.17 -2.62  -0.17
C -1.75 3.64 -2.74  0.34
Cl -2.59 5.15 -2.69  -0.18
C -2.38 2.41 -2.75  -0.25
Cl -4.09 2.33 -2.97  -0.19

=====

(4)
The following is a quantum chemistry calculation of the molecule C4H4N2O2 in a non-equilibrium geometry, from OMol25.

The SMILES is Nc1ncc(C=O)o1. The largest force on an atom comes out at 2.35 eV/A. The calculation puts the relative energy (zero: lowest compared OMol25 entry of this formula, charge and spin) at 1.4766 eV. As for the HOMO-LUMO gap: 9.08 eV. As for the energy: -11287.063 eV. Its net charge is 0.

Each line ends with the Mulliken charge.
Positions of all 12 atoms, in Å:
N 0.63 0.76 -2.31  -0.43
C 0.33 0.13 -1.14  0.56
N 0.88 -0.96 -0.74  -0.58
C 0.52 -1.10 0.57  -0.31
C -0.44 -0.15 0.85  0.55
C -1.09 0.09 2.11  -0.07
O -1.79 1.07 2.33  -0.51
O -0.52 0.74 -0.26  -0.35
H -0.11 1.39 -2.63  0.25
H 1.25 0.24 -3.00  0.28
H 1.11 -1.60 1.33  0.32
H -0.77 -0.60 2.90  0.28

=====

(5)
The following is a quantum chemistry calculation of a structure of composition C19H40BaOP2 in a non-equilibrium geometry, from OMol25.

The largest force on an atom comes out at 3.36 eV/A. The calculation puts the relative energy (zero: lowest compared OMol25 entry of this formula, charge and spin) at 1.3396 eV. As for the HOMO-LUMO gap: 4.49 eV. As for the energy: -41665.930 eV. Its net charge is 0.

Each line ends with the Mulliken charge.
Positions of all 63 atoms, in Å:
P -2.23 -0.14 1.18  0.72
P 1.78 -0.74 -0.21  0.01
C -1.08 0.23 -0.30  0.10
C -0.02 -0.75 -0.84  1.20
H -0.70 1.27 -0.15  0.87
H -1.81 0.36 -1.10  -1.94
H -0.36 -1.78 -0.77  0.49
H 0.09 -0.49 -1.90  -1.31
C 2.16 0.95 -0.87  -1.25
H 3.06 1.37 -0.38  0.33
H 1.33 1.67 -0.81  0.62
H 2.40 0.80 -1.94  0.22
C 2.97 -1.68 -1.23  -1.19
H 3.14 -1.19 -2.20  0.35
H 2.65 -2.71 -1.38  0.42
H 3.92 -1.69 -0.68  0.34
C -3.58 1.07 0.79  -1.15
H -4.19 1.21 1.69  0.36
H -4.22 0.67 -0.01  0.34
H -3.18 2.05 0.47  0.35
C -3.15 -1.63 0.61  -1.26
H -2.45 -2.43 0.34  0.36
H -3.80 -1.37 -0.24  0.30
H -3.78 -1.95 1.45  0.36
Ba 0.76 1.13 1.93  1.41
C 0.19 -0.42 -4.11  -0.29
C 0.38 0.91 -3.92  0.03
C -0.48 1.95 -4.58  -1.07
C -2.01 1.76 -4.42  -0.92
C -2.44 1.06 -3.17  -0.02
C -2.63 -0.28 -3.12  -0.01
C -2.29 -1.20 -4.27  -1.10
C -0.92 -1.00 -4.95  -0.81
C -1.06 0.47 4.09  -1.27
H 0.94 -1.16 -3.78  0.42
H 1.27 1.29 -3.43  0.38
H -0.26 1.99 -5.66  0.31
H -0.21 2.94 -4.17  0.35
H -2.47 2.76 -4.42  0.48
H -2.39 1.24 -5.32  0.32
H -2.72 1.72 -2.34  0.47
H -3.22 -0.75 -2.32  0.22
H -3.07 -1.09 -5.05  0.34
H -2.35 -2.24 -3.92  0.35
H -0.58 -1.99 -5.29  0.46
H -1.06 -0.41 -5.88  0.31
H -0.15 -0.17 4.23  0.37
H -2.00 -0.10 3.98  0.24
H -1.10 1.28 4.84  0.14
C 2.49 -1.57 5.21  -1.58
C 2.71 -0.08 4.91  1.62
C 2.20 0.74 6.10  -1.50
C 4.20 0.16 4.68  -1.75
O 2.07 0.30 3.72  -0.71
H 2.98 -1.85 6.16  0.38
H 2.92 -2.18 4.41  0.35
H 1.43 -1.81 5.31  0.34
H 2.75 0.48 7.01  0.39
H 2.35 1.80 5.89  0.35
H 1.14 0.56 6.27  0.31
H 4.58 -0.46 3.87  0.35
H 4.38 1.20 4.38  0.36
H 4.74 -0.07 5.61  0.39